Here is CH4FNS in the gas phase from the Open Molecules 2025 dataset. Energies are from ωB97M-V/def2-TZVPD.

## Properties
**LUMO level**: 0.8 eV
**Strongest force on any atom**: 3.278 eV/Å
**Net charge**: 0
**ΔE to the lowest compared entry with this formula, charge and spin**: 103.33 kJ/mol
**Kohn-Sham gap**: 9.71 eV

```
8
CH4FNS | the Open Molecules 2025 dataset | ωB97M-V/def2-TZVPD
C -0.8865 -0.0204 -0.3790
N 0.5542 0.2392 -0.1381
S 1.0718 0.4997 1.3052
F 1.6609 -1.0281 1.6455
H -1.4126 0.9017 -0.5915
H -0.9785 -0.5641 -1.3253
H -1.0720 -0.6679 0.4165
H 1.0626 0.6398 -0.9334
```

Here is a molecular structure, C24H28BBaF8O24 from the Open Molecules 2025 dataset. Energies are from ωB97M-V/def2-TZVPD.

## Properties
**LUMO level**: -6.8 eV
**Strongest force on any atom**: 6.947 eV/Å
**Net charge**: +1
**ΔE to the lowest compared entry with this formula, charge and spin**: 1384.93 kJ/mol
**Kohn-Sham gap**: 3.85 eV

```
86
C24H28BBaF8O24 | the Open Molecules 2025 dataset | ωB97M-V/def2-TZVPD
Ba -30.2307 1.2497 19.9714
B -32.2473 1.6890 15.6553
H -32.0152 0.6430 15.7829
H -31.4049 2.3435 15.8173
H -32.5904 1.9546 14.6674
H -32.9942 2.0111 16.3642
C -27.0782 -5.7952 13.5630
C -28.0009 -6.9483 14.0374
O -28.7773 -6.3582 15.0634
C -28.1043 -5.3669 15.5931
O -28.3609 -4.7396 16.6142
O -27.1037 -5.0059 14.7509
F -27.3146 -8.0330 14.4807
H -27.5945 -5.3474 12.7138
H -26.1156 -6.2433 13.3166
H -28.6732 -7.2703 13.2422
C -34.6699 8.1309 16.3278
C -33.8390 7.9510 15.0386
O -33.0874 9.1501 15.0068
C -33.1708 9.8584 16.1670
O -32.6833 10.9551 16.3134
O -33.8967 9.0950 17.0446
F -34.6413 7.8712 14.0131
H -34.8066 7.1074 16.6768
H -35.7211 8.4049 16.2375
H -33.1597 7.0985 15.0383
C -39.0494 2.1679 14.3583
C -40.5235 2.3409 14.7371
O -41.1505 2.4806 13.4093
C -40.3054 2.0513 12.5083
O -40.5581 1.9678 11.3528
O -39.0644 1.7863 13.0585
F -40.7037 3.5291 15.3316
H -38.6099 1.3949 14.9887
H -38.4242 3.0522 14.4816
H -40.8678 1.4811 15.3119
C -26.0551 10.9296 17.7199
C -25.0760 10.2894 16.8585
O -25.5909 8.9525 16.8134
C -26.4147 8.7091 17.7467
O -26.8553 7.5979 18.0013
O -26.8171 9.8540 18.2775
F -23.8591 10.3021 17.4275
H -26.7944 11.4558 17.1161
H -25.4970 11.5107 18.4541
H -25.0845 10.8075 15.8995
C -38.8473 6.4243 23.1962
C -39.4963 5.0503 23.3707
O -38.4131 4.2090 22.9657
C -37.4217 4.8590 22.3746
O -36.3102 4.3938 21.9999
O -37.8205 6.1147 22.3222
F -40.5011 4.9000 22.5419
H -38.3929 6.7431 24.1342
H -39.5178 7.1830 22.7927
H -39.7163 4.8283 24.4149
C -27.4555 4.5358 10.6286
C -28.8018 4.4357 9.8846
O -28.5789 3.4473 8.9014
C -27.2782 3.3712 8.6303
O -26.7337 2.7421 7.7442
O -26.6568 4.1376 9.5404
F -28.9003 5.6545 9.3882
H -27.6026 3.8152 11.4331
H -27.1366 5.5014 11.0213
H -29.6655 4.1977 10.5055
C -36.2238 -2.2456 23.0620
C -36.0990 -3.6235 23.5153
O -35.4212 -4.3169 22.3831
C -35.2972 -3.4431 21.3727
O -34.8675 -3.5966 20.2940
O -35.6284 -2.1947 21.7773
F -37.3117 -4.1076 23.7110
H -35.8017 -1.4743 23.7063
H -37.2741 -1.9601 23.0031
H -35.4259 -3.7400 24.3646
C -32.8790 -2.9102 10.9175
C -31.7088 -2.4170 10.0710
O -31.3493 -3.6073 9.3975
C -32.2173 -4.5243 9.5213
O -32.2898 -5.6111 8.9373
O -33.1548 -4.2145 10.4774
F -30.7106 -1.8946 10.8238
H -33.6885 -2.1930 10.7811
H -32.5577 -2.9211 11.9590
H -31.9767 -1.7250 9.2726
```

Here is a molecular structure, C4H4Br2Cl2 from the Open Molecules 2025 dataset. Energies are from ωB97M-V/def2-TZVPD.

## Properties
**LUMO level**: 0.1 eV
**Strongest force on any atom**: 5.730 eV/Å
**Net charge**: 0
**ΔE to the lowest compared entry with this formula, charge and spin**: 20.81 kJ/mol
**Kohn-Sham gap**: 10.06 eV

```
12
C4H4Br2Cl2 | the Open Molecules 2025 dataset | ωB97M-V/def2-TZVPD
C -0.0665 1.1482 -0.2470
C -1.2908 1.2922 0.1282
C 0.5495 -1.2702 0.6973
C 0.6082 -0.2961 -0.3946
Cl -1.8936 2.8972 0.2382
Cl -2.3534 -0.0637 0.4341
Br -0.1197 -1.1362 -2.1186
Br 2.4938 0.0884 -0.9442
H 0.4162 2.0795 -0.4749
H 1.1161 -2.1181 0.3064
H 1.0385 -0.8477 1.4480
H -0.4984 -1.7732 0.9270
```

Here is CH3ClN2O2 in the gas phase from the Open Molecules 2025 dataset. Energies are from ωB97M-V/def2-TZVPD.

## Properties
**LUMO level**: 0.4 eV
**Strongest force on any atom**: 3.898 eV/Å
**Net charge**: 0
**ΔE to the lowest compared entry with this formula, charge and spin**: 193.48 kJ/mol
**Kohn-Sham gap**: 10.04 eV

```
9
CH3ClN2O2 | the Open Molecules 2025 dataset | ωB97M-V/def2-TZVPD
O 0.8476 -0.7418 -1.2026
N 0.2310 -0.0863 -0.3099
C -1.2248 0.1102 -0.4325
Cl -2.1348 -1.1545 0.3866
N 0.7666 0.3068 0.7552
O 2.1167 0.0553 0.7698
H -1.6435 1.0790 0.0200
H -1.3542 0.0993 -1.5839
H 2.3953 0.3320 1.5973
```

Here is C7H10NPS2 in the gas phase from the Open Molecules 2025 dataset. Energies are from ωB97M-V/def2-TZVPD.

## Properties
**LUMO level (alpha / beta)**: -2.8 / -2.8 eV
**Strongest force on any atom**: 3.745 eV/Å
**Net charge**: 0
**ΔE to the lowest compared entry with this formula, charge and spin**: 572.79 kJ/mol
**Kohn-Sham gap (alpha / beta)**: 5.40 / 5.41 eV

```
21
C7H10NPS2 | the Open Molecules 2025 dataset | ωB97M-V/def2-TZVPD
C 3.4486 -0.9454 2.9292
C 2.7138 -1.3159 2.0580
C 0.4100 -1.1399 1.4873
C -0.6252 -0.8099 0.7473
C 1.7182 -1.8134 1.1888
C -0.1145 1.8617 -1.0386
C -2.2739 1.4183 -2.0387
N -1.2898 0.9771 -1.1385
P -0.9370 -0.7288 -1.1031
S -2.5048 -1.8077 -1.5754
S 2.1783 -1.7809 -0.5418
H 3.9805 -0.2888 3.6764
H 0.5100 -1.0229 2.6053
H -1.5151 -0.3641 1.1578
H 1.6197 -2.9259 1.2361
H -0.4997 2.9046 -1.0913
H 0.2992 1.7010 0.0349
H 0.5600 1.4421 -1.8108
H -2.7431 2.2791 -1.5819
H -1.9697 1.7470 -2.9431
H -2.9655 0.6125 -2.2579
```

Here is a molecular structure, C29H59AsCl2O10P2SV from the Open Molecules 2025 dataset. Energies are from ωB97M-V/def2-TZVPD.

## Properties
**LUMO level (alpha / beta)**: -6.0 / -5.5 eV
**Strongest force on any atom**: 0.920 eV/Å
**2S+1**: 2
**Net charge**: +2
**ΔE to the lowest compared entry with this formula, charge and spin**: 60.62 kJ/mol
**Kohn-Sham gap (alpha / beta)**: 7.11 / 7.66 eV

```
105
C29H59AsCl2O10P2SV | the Open Molecules 2025 dataset | ωB97M-V/def2-TZVPD
V 0.6300 0.7179 -0.4187
C 1.8508 -0.1924 5.7956
C 0.6050 0.1665 5.0216
C -0.2180 -1.0119 4.5664
O 0.9839 1.0213 3.8710
P 1.4098 0.7476 2.4174
O 0.3325 0.2402 1.4660
C 2.7749 -0.4285 2.3518
P 3.1439 -1.0248 0.6720
O 2.1126 -0.5934 -0.3298
O 4.5222 -0.4625 0.2280
C 5.8619 -1.0040 0.5519
C 6.8187 -0.2894 -0.3693
C 6.1687 -0.8065 2.0186
O 3.2012 -2.5623 0.8821
C 3.0464 -3.6393 -0.1316
C 3.7112 -4.8552 0.4642
C 3.6100 -3.2394 -1.4765
O 1.9319 2.0906 1.8622
C 2.7610 3.0873 2.5833
C 3.8519 3.4941 1.6229
C 1.8531 4.2134 3.0107
H 1.5615 -0.6798 6.7267
H 2.4248 0.6983 6.0468
H 2.4863 -0.8869 5.2437
H -0.0126 0.8460 5.6054
H 0.3850 -1.7341 4.0105
H -1.0517 -0.6877 3.9476
H -0.6187 -1.5245 5.4409
H 2.5489 -1.3039 2.9622
H 3.6593 0.0564 2.7705
H 5.8248 -2.0679 0.3166
H 6.8459 0.7763 -0.1417
H 6.5267 -0.4191 -1.4101
H 7.8208 -0.6965 -0.2375
H 6.1433 0.2529 2.2808
H 7.1735 -1.1764 2.2224
H 5.4828 -1.3633 2.6593
H 1.9672 -3.7766 -0.2049
H 4.7880 -4.7042 0.5509
H 3.5387 -5.7148 -0.1832
H 3.3059 -5.0809 1.4491
H 4.6887 -3.0878 -1.4326
H 3.1335 -2.3405 -1.8681
H 3.4223 -4.0514 -2.1795
H 3.1815 2.5810 3.4573
H 3.4171 3.9317 0.7244
H 4.4646 2.6401 1.3300
H 4.4939 4.2367 2.0960
H 1.4328 4.7103 2.1369
H 2.4290 4.9394 3.5850
H 1.0329 3.8466 3.6251
O -0.9474 2.7787 1.6501
S -1.3849 2.3324 0.3081
C -3.1810 2.0722 0.3684
C -3.7938 2.9393 -0.7230
C -2.9596 4.2189 -0.7396
C -1.5130 3.7496 -0.8128
H -3.4229 2.4441 1.3666
H -3.4107 1.0132 0.3149
H -4.8467 3.1272 -0.5173
H -3.7317 2.4360 -1.6922
H -3.1279 4.7903 0.1746
H -3.2002 4.8620 -1.5847
H -0.7576 4.4614 -0.4858
H -1.2515 3.3946 -1.8096
O 0.7635 2.2080 -1.5861
O 1.8909 1.8341 -0.8518
C -0.0739 -2.0207 -3.2775
As 0.2636 -0.1724 -2.8025
C 1.9817 0.1619 -3.6166
C -0.9944 0.8907 -3.8557
C -0.9428 0.5240 -5.3106
C -0.0584 1.1693 -6.1713
C 0.0067 0.8110 -7.5095
C -0.8099 -0.1977 -8.0004
C -1.6990 -0.8412 -7.1509
C -1.7648 -0.4812 -5.8135
H 0.3045 -2.1935 -4.2840
H -1.1418 -2.2289 -3.2584
H 0.4443 -2.6642 -2.5685
H 1.9457 -0.1467 -4.6601
H 2.7415 -0.4038 -3.0802
H 2.2039 1.2236 -3.5422
H -0.7055 1.9288 -3.6889
H -1.9867 0.7274 -3.4349
H 0.5708 1.9689 -5.7961
H 0.6886 1.3269 -8.1721
H -0.7628 -0.4732 -9.0451
H -2.3494 -1.6162 -7.5336
H -2.4753 -0.9731 -5.1576
C -1.7571 -2.5154 1.6821
C -0.3934 -2.8530 1.1226
O -0.1592 -2.2436 -0.1526
H -1.8764 -2.9478 2.6761
H -2.5482 -2.9303 1.0545
H -1.8966 -1.4360 1.7451
H -0.2797 -3.9376 1.0300
H 0.4065 -2.4927 1.7708
H -0.9551 -2.3988 -0.6781
Cl -2.9774 -1.0250 -1.3766
C -4.5999 -1.6950 -0.9912
Cl -5.1382 -1.2169 0.6094
H -4.5213 -2.7743 -1.0377
H -5.2874 -1.3095 -1.7339
```

Look up the net charge of the third one. 0

net charge of number 6 (C29H59AsCl2O10P2SV)? +2